Computed, not measured: one molecule with the formula C6H13N, with ωB97M-V/def2-TZVPD.

```
20
Properties=species:S:1:pos:R:3:forces:R:3:nbo_charge:R:1
C -0.928 2.492 -1.334 -0.19 -0.93 0.25 -0.6093
C -0.189 1.163 -1.017 0.29 1.07 0.55 -0.3778
C -0.219 0.786 0.497 1.75 1.68 0.31 -0.4276
C 0.192 -0.622 0.814 -0.44 -0.68 -1.57 -0.1110
C -0.954 -1.617 0.739 0.10 0.28 -0.26 -0.6546
C 1.463 -1.056 0.665 -0.26 1.12 1.50 0.0128
N 1.864 -2.361 0.501 -0.50 0.16 -0.36 -0.8206
H -1.940 2.468 -0.898 0.20 0.17 -0.45 0.1989
H -0.412 3.387 -0.962 -0.01 -0.37 0.10 0.2020
H -0.938 2.548 -2.419 -0.44 0.36 -0.11 0.2092
H 0.865 1.446 -1.275 -0.62 -1.06 0.12 0.1951
H -0.527 0.330 -1.635 -0.04 0.19 -0.13 0.1960
H 0.523 1.539 0.845 -0.02 -0.62 0.50 0.2013
H -1.096 1.102 1.070 -0.47 -0.31 -0.57 0.2028
H -1.858 -1.188 1.169 -0.03 0.07 0.00 0.2166
H -0.706 -2.476 1.345 -0.07 -0.56 0.06 0.2019
H -1.215 -1.941 -0.292 0.23 0.09 0.48 0.2061
H 2.234 -0.317 0.887 0.20 -0.22 -0.64 0.1878
H 1.094 -3.007 0.451 0.37 -0.38 0.09 0.3819
H 2.747 -2.677 0.850 -0.06 -0.06 0.13 0.3885
```
Forces are in eV/Å.

Calculated values
E_LUMO: 0.040 hartree
Max |F|: 0.0476 Eh/bohr
Charge: 0
Structure (SMILES): CCC/C(C)=C/N
Relative energy (zero: lowest compared OMol25 entry of this formula, charge and spin): 0.8195 eV
HOMO level: -7.58 eV

Computed, not measured: a 2-piece molecular cluster, C4H13NOP overall, with ωB97M-V/def2-TZVPD.

```
20
Properties=species:S:1:pos:R:3:forces:R:3:nbo_charge:R:1
C -0.288 0.799 1.341 0.48 1.92 1.20 -0.4464
C -2.057 -0.597 0.657 -0.37 -1.30 -0.04 -0.4079
C 0.214 -1.305 0.222 0.18 -0.93 0.29 -0.3997
C -0.670 0.479 -1.029 0.29 -0.87 -2.32 -0.3002
N -0.696 -0.171 0.251 -0.43 2.53 2.08 -0.2802
O 3.406 0.177 -2.042 2.81 -1.59 1.23 -1.0294
P 2.234 1.258 -2.125 -0.04 0.29 2.73 0.8827
H -1.008 1.642 1.680 0.27 -1.86 -1.20 0.2575
H -0.074 0.241 2.292 0.19 0.40 -1.17 0.2396
H 0.541 1.415 0.929 -0.02 -0.95 0.55 0.2421
H -2.011 -1.052 1.669 -0.15 0.53 -0.61 0.2342
H -2.713 0.240 0.569 -0.34 0.61 0.36 0.2374
H -2.425 -1.334 -0.046 0.08 -0.35 -0.14 0.2303
H 1.294 -0.957 0.201 -1.49 -0.61 0.01 0.2492
H -0.098 -1.913 1.103 0.99 0.14 -0.62 0.2254
H -0.137 -1.790 -0.697 0.93 -0.52 0.29 0.2312
H -1.185 1.405 -1.116 -0.17 0.78 0.36 0.1991
H -0.974 -0.237 -1.828 0.47 0.60 0.61 0.1973
H 4.189 -0.004 -1.345 -3.05 1.06 -2.14 0.5548
H 2.459 1.703 -0.685 -0.63 0.12 -1.47 -0.1171
```
Forces are in eV/Å.

Calculated values
E_LUMO (alpha / beta): -0.179 / -0.153 hartree
Max |F|: 0.0753 Eh/bohr
Charge: +1
Relative energy (zero: lowest compared OMol25 entry of this formula, charge and spin): 4.8345 eV
HOMO level (alpha / beta): -11.48 / -13.26 eV

Computed, not measured: C5H4O2 as an isolated structure, with ωB97M-V/def2-TZVPD.

```
11
Properties=species:S:1:pos:R:3:forces:R:3:nbo_charge:R:1
O 1.332 -0.987 -1.662 -0.19 0.30 0.32 -0.5012
C 0.862 -0.226 -0.869 0.21 -0.27 -0.26 0.5970
O -0.657 -1.335 1.642 -0.27 0.12 -0.47 -0.5071
C -1.089 -1.135 0.531 0.14 -0.08 0.33 0.4356
C -0.607 0.004 -0.335 -0.13 0.00 0.00 -0.4728
C 0.073 1.130 0.421 0.17 0.06 0.00 -0.0555
C 1.324 0.888 -0.002 -0.09 0.05 0.04 -0.2998
H -1.852 -1.802 0.085 0.10 0.00 0.04 0.1212
H -1.333 0.271 -1.110 0.10 -0.04 0.13 0.2283
H -0.347 1.867 1.097 0.08 -0.12 -0.06 0.2239
H 2.294 1.326 0.202 -0.12 -0.03 -0.05 0.2304
```
Forces are in eV/Å.

Calculated values
E_LUMO: 0.010 hartree
Max |F|: 0.0108 Eh/bohr
Charge: 0
Relative energy (zero: lowest compared OMol25 entry of this formula, charge and spin): 1.5618 eV
HOMO level: -9.92 eV

Computed, not measured: a 2-piece molecular cluster, C4H11NO overall, with ωB97M-V/def2-TZVPD.

```
17
Properties=species:S:1:pos:R:3:forces:R:3:nbo_charge:R:1
C -1.404 -1.071 0.473 0.57 2.25 3.26 -0.4239
C -0.138 -0.725 0.261 -0.56 1.67 0.01 -0.1568
C 0.649 0.407 0.980 -0.87 -0.50 -0.43 -0.4536
C -0.202 1.125 2.023 -2.50 -0.85 -0.28 -0.2177
N 0.452 2.220 2.708 -2.00 3.75 1.07 -0.8266
H -1.947 -0.488 1.272 0.17 -1.21 -0.90 0.1827
H -1.634 -2.059 0.254 -1.38 -1.31 -1.20 0.2030
H 0.163 -1.172 -0.659 1.71 -0.57 -0.19 0.1969
H 0.904 1.185 0.232 0.78 -0.67 0.41 0.2177
H 1.472 -0.103 1.537 -0.04 0.78 -0.89 0.2276
H -1.123 1.555 1.482 0.99 -0.99 0.68 0.1604
H -0.566 0.360 2.745 0.16 0.53 -0.35 0.1860
H 0.005 2.458 3.672 1.10 -1.48 -1.78 0.3585
H -0.038 3.072 2.245 1.88 -1.39 0.58 0.3459
O 1.183 -2.514 -6.754 -1.50 -1.29 2.83 -0.9226
H 0.787 -2.632 -5.814 0.84 -0.24 -2.42 0.4626
H 1.437 -1.616 -6.655 0.65 1.53 -0.40 0.4600
```
Forces are in eV/Å.

Calculated values
E_LUMO: 0.026 hartree
Max |F|: 0.0853 Eh/bohr
Charge: 0
Structure (SMILES): C=CCCN.O
Relative energy (zero: lowest compared OMol25 entry of this formula, charge and spin): 2.9489 eV
HOMO level: -9.56 eV

Computed, not measured: CH2CaCl3 as an isolated structure, with ωB97M-V/def2-TZVPD.

```
7
Properties=species:S:1:pos:R:3:forces:R:3:nbo_charge:R:1
Ca 22.909 -12.129 5.189 -0.20 1.35 0.47 0.9330
Cl 22.579 -9.636 6.239 0.12 -1.22 -0.43 -0.9336
C 20.411 -7.906 3.711 0.16 -0.30 0.07 -0.3835
Cl 21.353 -9.129 2.814 -0.21 -0.15 0.18 -0.0583
Cl 20.870 -6.306 3.061 -0.57 -0.41 0.50 -0.0224
H 19.357 -8.164 3.607 0.11 0.50 -0.57 0.2184
H 20.616 -8.000 4.777 0.59 0.24 -0.21 0.2464
```
Forces are in eV/Å.

Calculated values
E_LUMO (alpha / beta): -0.007 / -0.030 hartree
Max |F|: 0.0280 Eh/bohr
Charge: 0
Spin multiplicity: 2
HOMO level (alpha / beta): -6.18 / -9.72 eV

Computed, not measured: C30H29N2PPd as an isolated structure, with ωB97M-V/def2-TZVPD.

```
63
Properties=species:S:1:pos:R:3:forces:R:3:nbo_charge:R:1
Pd 0.158 -0.347 0.490 0.43 -0.65 1.38 0.6572
C -1.114 -2.692 2.441 0.11 -0.06 -0.10 -0.6480
C -1.534 -1.283 2.114 -0.31 -0.10 -0.31 -0.0656
C -2.660 -1.067 1.291 -0.40 0.56 -0.14 -0.2289
C -3.286 0.181 1.209 0.32 -0.62 0.03 -0.1542
C -2.768 1.266 1.908 0.27 -0.28 0.12 -0.2099
C -1.632 1.091 2.684 0.10 -0.27 0.02 -0.2115
C -1.025 -0.179 2.807 -0.02 0.95 -0.22 -0.2401
H -0.796 -3.259 1.559 -0.02 0.09 0.09 0.2246
H -1.964 -3.226 2.867 -0.03 -0.01 0.01 0.2572
H -0.322 -2.705 3.186 0.06 -0.01 -0.03 0.2296
H -3.087 -1.923 0.779 -0.07 0.03 0.09 0.2268
H -4.181 0.299 0.613 -0.03 -0.05 -0.03 0.2304
H -3.254 2.227 1.862 -0.04 0.12 0.00 0.2402
H -1.234 1.921 3.253 0.03 -0.01 0.01 0.2387
H -0.213 -0.315 3.512 -0.02 0.01 -0.05 0.2448
N 5.180 -1.012 4.273 0.12 -0.01 0.11 -0.7361
C 4.108 -0.906 3.478 0.05 -0.10 0.04 0.2581
C 3.355 -2.035 3.103 -0.03 0.26 -0.07 -0.3016
C 2.268 -1.873 2.288 -0.25 -0.42 -0.23 0.0588
N 1.841 -0.690 1.815 0.24 0.14 -0.03 -0.5930
C 2.583 0.383 2.164 -0.24 0.06 -0.05 0.0643
C 3.689 0.336 2.968 -0.19 -0.19 -0.11 -0.3016
H 5.459 -1.899 4.657 0.00 0.05 -0.01 0.4148
H 5.700 -0.199 4.557 -0.01 -0.05 0.00 0.4138
H 3.626 -3.020 3.443 0.04 -0.15 0.05 0.2419
H 1.699 -2.746 1.977 0.07 0.14 0.08 0.2127
H 2.246 1.337 1.782 -0.02 0.09 -0.04 0.2026
H 4.220 1.243 3.204 0.07 0.13 0.03 0.2404
C -3.011 -1.737 -4.637 0.04 0.05 0.00 -0.1441
C -3.238 -2.102 -3.321 0.06 0.02 0.08 -0.2125
C -2.554 -1.459 -2.299 -0.04 0.03 -0.24 -0.1149
C -1.651 -0.446 -2.607 -0.22 -0.19 0.15 -0.4718
C -1.419 -0.085 -3.933 0.13 0.14 -0.15 -0.1737
C -2.101 -0.732 -4.944 -0.03 -0.05 -0.06 -0.1890
P -0.751 0.411 -1.343 0.41 -0.35 -0.27 1.3371
C -1.150 2.116 -1.275 -0.23 0.21 -0.20 -0.5234
C -0.467 2.950 -0.393 0.36 0.22 0.41 -0.1048
C -0.826 4.284 -0.286 0.06 -0.18 -0.01 -0.2217
C -1.879 4.778 -1.046 0.02 0.01 0.02 -0.1343
C -2.577 3.947 -1.910 0.05 -0.18 -0.01 -0.2122
C -2.217 2.613 -2.028 -0.08 0.18 -0.02 -0.0905
C 1.012 -0.015 -1.486 -0.15 0.39 -0.39 -0.4933
C 1.249 -1.416 -1.475 0.12 0.00 -0.14 -0.1604
C 2.566 -1.888 -1.466 -0.30 0.03 0.03 -0.2065
C 3.611 -0.991 -1.506 -0.03 -0.01 0.03 -0.1077
C 3.388 0.392 -1.549 -0.09 0.06 -0.02 -0.2131
C 2.110 0.889 -1.536 -0.18 -0.29 0.21 -0.0901
H -3.541 -2.239 -5.431 -0.06 -0.05 -0.10 0.2435
H -3.942 -2.886 -3.090 -0.05 -0.06 0.03 0.2406
H -2.725 -1.739 -1.278 -0.05 -0.07 0.25 0.2104
H -0.708 0.696 -4.180 -0.01 0.00 0.02 0.2292
H -1.924 -0.457 -5.973 0.01 0.02 -0.06 0.2445
H 0.344 2.558 0.228 -0.25 0.12 -0.19 0.2050
H -0.292 4.935 0.390 0.03 0.04 0.04 0.2396
H -2.158 5.818 -0.957 -0.02 0.06 0.00 0.2443
H -3.400 4.335 -2.490 -0.05 0.02 -0.04 0.2452
H -2.765 1.965 -2.696 -0.02 -0.03 -0.04 0.2276
H 0.413 -2.109 -1.587 0.21 0.12 0.06 0.2544
H 2.757 -2.950 -1.465 0.00 -0.08 -0.01 0.2482
H 4.625 -1.359 -1.529 0.11 -0.05 0.00 0.2464
H 4.229 1.066 -1.608 0.07 0.06 -0.01 0.2485
H 1.931 1.952 -1.576 -0.05 0.14 -0.02 0.2333
```
Forces are in eV/Å.

Calculated values
E_LUMO: -0.276 hartree
Max |F|: 0.0308 Eh/bohr
Charge: +2
Relative energy (zero: lowest compared OMol25 entry of this formula, charge and spin): 0.0000 eV
HOMO level: -14.18 eV